[1]
30
Properties=species:S:1:pos:R:3:forces:R:3:lowdin_charge:R:1 method="wB97M-V/def2-TZVPD" orbital_gap_ev=5.441 homo_ev=-2.584 total_charge=-1 lumo_ev=2.86
S 0.528 -1.045 1.556 0.54 -0.40 1.78 0.858
C -0.993 1.078 0.809 -0.06 -0.83 0.11 -0.050
C -3.257 3.610 -0.808 0.51 -0.32 0.40 -0.103
C 1.413 -1.645 0.026 -0.03 0.01 -1.47 -0.511
C -4.357 2.789 -1.145 -0.01 -0.67 0.29 -0.107
H 2.668 -3.398 0.289 0.14 -0.20 0.27 0.061
C -2.134 1.705 0.265 -1.22 -0.47 -0.19 -0.170
H -5.254 0.841 -0.951 0.34 0.20 0.13 0.105
H -5.170 3.207 -1.746 0.20 -0.23 0.25 0.093
H 6.428 -1.640 -1.078 0.02 0.11 0.32 0.080
C -0.952 -0.303 1.021 -0.51 1.14 -0.12 -0.582
H -1.352 3.695 0.193 0.01 0.08 -0.14 0.106
H -0.130 1.674 1.085 0.09 -0.07 -0.25 0.107
H -2.143 -2.092 1.237 0.00 0.14 -0.22 0.097
C -2.154 -1.058 0.899 -0.50 0.52 -0.47 -0.093
H 0.711 -2.346 -0.447 -0.18 0.56 -0.06 0.062
C -3.299 -0.473 0.388 0.30 -0.25 0.36 -0.046
C 2.682 -2.327 0.194 0.85 0.53 0.07 -0.193
H 6.372 -1.122 0.652 0.02 -0.22 -0.32 0.085
O 4.111 -0.512 -0.452 0.32 -0.39 0.22 -0.042
C -4.390 1.469 -0.706 -0.21 0.74 -0.34 -0.053
H -4.230 -1.050 0.291 0.47 0.24 -0.03 0.108
H 1.556 -0.703 -0.517 -0.16 -0.35 -0.30 0.067
H -3.240 4.654 -1.134 0.03 -0.35 0.20 0.095
H 6.953 -2.772 0.202 0.02 0.15 0.02 0.073
C -2.198 3.077 -0.086 -0.23 0.32 -0.39 -0.043
O 4.965 -2.556 0.086 1.10 -0.08 -0.02 -0.115
C 6.251 -1.969 -0.043 -0.24 -0.16 -0.11 -0.117
C 3.917 -1.686 -0.087 -2.03 0.17 0.25 -0.593
C -3.301 0.899 0.003 0.40 0.09 -0.22 -0.177


[2]
60
Properties=species:S:1:pos:R:3:forces:R:3:lowdin_charge:R:1 method="wB97M-V/def2-TZVPD" orbital_gap_ev=9.911 homo_ev=-9.784 total_charge=0 e_above_lowest_kj_mol=186.7 lumo_ev=0.13
H -5.907 1.660 -0.198 0.04 0.01 0.04 0.080
H 1.535 2.976 -2.681 0.04 0.04 0.07 0.073
O -3.469 -0.741 4.311 0.51 0.12 -0.59 -0.123
H 3.571 -4.667 -0.709 -0.43 -0.15 0.12 0.079
O 4.079 3.112 1.250 -0.65 -0.17 0.08 -0.069
H -1.462 1.280 1.142 -0.76 0.81 -0.19 0.013
O 3.301 3.026 -1.572 0.09 0.02 -0.52 -0.139
O -3.657 -1.790 -0.129 -0.41 0.19 -0.32 -0.049
C -2.181 -0.687 3.660 0.38 -1.61 0.91 -0.138
H -0.339 -3.332 -1.963 0.01 0.09 0.10 0.077
H 5.864 0.372 0.560 -0.14 0.19 0.13 0.089
H -1.627 0.243 3.765 -0.45 0.32 -0.30 0.069
C -5.268 1.417 -1.044 0.59 -0.12 0.52 -0.107
H -2.277 -1.052 2.637 -0.24 0.66 -0.17 0.053
O 4.793 -1.360 0.248 0.00 0.15 -0.15 -0.128
H -0.613 2.412 2.772 -0.13 0.36 0.19 -0.015
H 0.771 1.100 -0.298 -0.13 -0.32 -0.34 0.078
O -0.117 2.811 3.507 0.03 -0.10 -0.13 -0.081
H -1.048 -2.751 -3.475 0.00 0.16 0.07 0.084
H 2.306 4.569 -2.591 0.06 0.04 0.14 0.081
C -0.625 -2.437 -2.516 -0.29 -0.14 0.24 -0.088
H -5.217 2.280 -1.706 -0.04 -0.04 -0.10 0.081
O -1.934 2.148 1.272 0.35 -0.80 -0.07 -0.099
H 3.516 2.891 0.488 0.42 0.24 0.02 -0.006
H 4.863 0.418 -0.890 -0.06 -0.24 0.04 0.079
O -2.517 0.838 -2.932 0.30 -0.71 0.12 -0.051
C 2.745 -3.970 -0.922 0.97 0.44 0.20 -0.146
H -4.014 -1.719 0.765 0.13 0.01 -0.13 0.062
H -2.797 1.997 0.840 0.38 -0.02 0.18 0.016
C 4.903 0.062 0.147 0.45 0.29 -0.34 -0.118
C 2.111 3.650 -2.034 -0.38 -0.17 -0.03 -0.147
H 3.077 -3.448 -1.833 -0.46 0.02 0.08 0.080
H 3.871 2.936 -2.347 0.08 -0.10 0.39 0.089
C 0.654 0.111 0.176 0.30 1.01 0.44 -0.124
H 4.109 0.558 0.685 -0.14 -0.20 0.28 0.061
H 0.732 -3.169 0.975 -0.71 0.30 0.19 0.015
O -1.573 -1.653 -1.760 0.36 -0.53 -0.43 -0.182
H -1.517 -1.461 4.106 -0.36 0.38 0.08 0.084
H 0.269 -1.841 -2.685 -0.05 0.11 -0.01 0.081
H 1.815 -4.495 -1.085 -0.12 -0.20 -0.11 0.068
H 5.660 -1.704 0.020 -0.09 -0.25 0.03 0.091
H -2.241 -0.094 -2.749 -0.10 0.66 -0.02 0.040
O -0.230 -3.079 1.165 0.62 0.01 -0.16 -0.074
H -3.568 -0.001 4.911 0.17 0.13 0.02 0.065
H -1.067 -0.716 -0.311 0.11 0.27 0.18 0.049
O -3.951 1.098 -0.518 -0.61 0.03 -1.00 -0.182
O 2.556 -3.065 0.168 0.77 0.33 -0.53 -0.167
H 1.157 -0.663 -0.398 0.05 -0.11 0.01 0.073
H 3.349 -2.467 0.172 -0.83 -0.44 0.27 0.050
H -1.694 1.324 -3.073 -0.17 -0.09 0.07 0.059
H 1.151 0.259 1.143 0.00 -0.45 -0.10 0.093
H -0.370 -2.142 1.377 0.12 -0.26 -0.17 0.004
H -3.360 1.068 -1.309 -0.17 0.14 0.47 0.043
H -2.139 -2.248 -1.230 0.01 0.36 -0.06 0.074
H -3.998 -1.003 -0.603 0.30 -0.26 0.66 0.034
O -0.707 -0.177 0.427 -0.04 -0.46 -0.04 -0.170
H 1.506 3.872 -1.157 0.00 0.10 -0.04 0.082
H -0.522 3.678 3.619 0.02 -0.17 -0.07 0.033
H -5.703 0.558 -1.563 0.06 0.08 -0.10 0.079
H 3.445 3.210 1.976 0.27 -0.01 -0.10 0.043


[3]
65
Properties=species:S:1:pos:R:3:forces:R:3:lowdin_charge:R:1 method="wB97M-V/def2-TZVPD" orbital_gap_ev=3.229 homo_ev=0.209 total_charge=-2 e_above_lowest_kj_mol=60.7 lumo_ev=3.44
H 4.705 1.392 5.778 0.00 0.00 -0.01 0.077
H 1.219 -0.379 7.541 -0.03 0.00 -0.01 0.093
H -2.722 4.471 -0.335 0.00 0.00 0.00 0.097
H 3.180 0.759 -1.800 -0.01 -0.01 0.00 0.105
C -0.089 2.853 -1.751 0.00 0.05 0.03 -0.099
H -1.631 4.121 -2.548 -0.01 0.01 0.01 0.099
N -0.341 -1.155 3.938 -0.06 -0.16 0.16 -0.231
C -1.905 -1.748 2.459 0.00 -0.02 -0.01 -0.531
C -3.624 -2.488 0.810 -0.01 -0.01 0.02 -0.042
C -5.127 -3.748 2.761 0.00 0.00 0.01 -0.121
Te -1.090 1.731 5.338 0.04 0.06 -0.14 0.008
C -0.796 -1.413 6.345 -0.21 0.24 0.05 -0.138
N 1.890 0.269 4.307 0.14 -0.06 0.32 -0.033
H 3.491 -3.124 -8.040 0.00 0.00 0.00 0.086
C 3.718 0.954 5.706 0.02 0.00 0.06 -0.111
C 0.763 1.665 -5.660 0.04 -0.38 -0.11 -0.324
C 0.566 2.591 -2.999 0.20 -0.06 0.10 -0.251
C 3.286 -2.070 -7.868 0.01 0.00 -0.01 -0.111
C -1.243 3.662 -1.649 -0.04 0.02 0.03 -0.017
N -1.554 -1.785 3.710 0.03 -0.09 0.06 0.032
H -0.790 -0.831 7.264 0.01 0.02 0.00 0.039
C 1.611 1.480 -0.536 0.27 -0.16 -0.20 -0.396
C -3.177 -2.461 2.132 0.04 0.03 -0.16 -0.141
C 0.390 2.283 -0.553 -0.18 0.15 -0.13 -0.154
H 3.474 0.545 7.815 0.00 -0.01 0.00 0.091
C 0.702 -0.749 -5.693 0.01 -0.01 -0.01 0.001
H 2.192 2.566 -6.952 0.01 -0.01 0.00 0.107
C 2.251 1.315 -1.794 0.09 0.00 0.10 -0.014
C 2.302 0.418 -7.053 0.03 -0.01 -0.02 -0.037
C -3.949 -3.103 3.104 -0.04 -0.03 0.03 -0.043
C -1.315 3.202 0.696 0.01 -0.07 0.06 -0.124
H 3.069 -1.585 -8.825 0.00 0.00 0.00 0.089
H 4.171 -1.600 -7.426 0.00 0.01 0.01 0.092
N -0.244 2.449 0.633 -0.03 0.17 -0.15 0.027
H -1.784 3.289 1.671 0.00 0.00 0.00 0.104
O -1.278 -1.159 1.478 -0.18 -0.20 -0.01 -0.304
C -1.842 3.849 -0.435 0.01 0.01 -0.07 -0.055
H 2.307 1.681 -3.873 0.01 -0.01 0.02 0.102
C 1.785 1.629 -6.590 -0.01 0.09 -0.01 -0.047
O 2.184 -2.018 -6.996 -0.01 -0.01 0.00 -0.094
C 1.165 -0.083 5.399 0.21 0.05 0.00 -0.418
C 1.761 -0.774 -6.602 -0.03 0.05 0.03 -0.290
H -5.716 -4.236 3.530 0.01 0.00 0.01 0.084
C 3.026 0.488 6.829 0.01 0.02 -0.03 -0.106
C -5.563 -3.773 1.439 0.02 0.03 -0.05 -0.143
C 1.770 -0.036 6.679 -0.07 0.02 -0.01 -0.069
C -4.803 -3.137 0.466 -0.01 -0.02 0.04 -0.120
H -0.591 0.465 -4.504 0.01 -0.01 -0.02 0.124
H -3.020 -1.983 0.068 0.01 0.01 0.01 0.099
H -5.134 -3.145 -0.567 0.01 0.00 -0.01 0.084
C -0.173 -0.669 5.183 0.13 -0.43 -0.17 -0.701
Sr 0.350 0.404 2.208 -0.23 0.30 0.58 1.357
H -0.256 -2.359 6.491 0.01 0.00 0.00 0.078
C 3.100 0.798 4.484 -0.03 -0.02 -0.14 -0.173
N 0.177 2.908 -5.298 0.01 0.27 -0.09 0.031
H -6.487 -4.277 1.175 0.00 0.00 0.00 0.078
H -3.600 -3.072 4.127 0.00 0.00 0.00 0.098
O 2.062 0.980 0.529 0.10 0.06 -0.27 -0.182
C 1.744 1.834 -2.963 -0.15 0.15 -0.01 -0.037
H -1.827 -1.644 6.092 0.01 -0.01 -0.01 0.050
C 0.213 0.451 -5.229 -0.06 0.01 0.03 -0.029
H 3.116 0.430 -7.765 0.00 0.01 0.00 0.093
N 0.036 3.255 -4.104 -0.09 -0.04 0.08 0.041
H 0.285 -1.688 -5.353 0.00 0.00 0.00 0.119
H 3.610 1.105 3.574 0.01 0.01 0.00 0.101


[4]
16
Properties=species:S:1:pos:R:3:forces:R:3:lowdin_charge:R:1 method="wB97M-V/def2-TZVPD" orbital_gap_ev=9.291 homo_ev=-8.325 total_charge=0 e_above_lowest_kj_mol=567.2 lumo_ev=0.97
H 0.598 3.316 1.045 0.28 0.92 -0.58 0.062
H -0.226 -3.952 -0.520 1.75 0.62 1.47 0.065
H -1.391 2.147 -1.161 -0.36 -3.45 -0.15 0.092
N 0.508 1.426 0.992 -0.91 0.40 -2.33 0.023
H 1.267 -0.845 1.345 1.27 -1.15 1.16 0.105
N -1.583 1.023 -1.112 -0.59 3.65 5.21 -0.042
H 0.570 2.832 -0.597 1.02 -0.13 -0.81 0.054
N 0.540 -0.943 0.694 -1.28 2.33 -1.15 -0.011
N 0.254 2.706 0.330 -0.79 -1.24 2.95 -0.016
H -0.443 -0.502 -1.471 -0.07 -3.57 -0.91 0.040
N -0.334 0.340 -1.064 0.93 5.60 2.19 -0.090
C 0.207 0.449 0.229 0.88 -5.02 -1.16 -0.417
H -1.729 1.050 0.179 -0.80 0.20 -4.85 0.186
H 1.244 -3.707 0.919 -1.16 0.53 -1.33 0.063
C 0.482 -3.335 0.151 -2.48 4.63 -0.22 -0.029
N 0.036 -2.006 0.041 2.30 -4.34 0.52 -0.085


Please write out number 1 again, unchanged.
30
Properties=species:S:1:pos:R:3:forces:R:3:lowdin_charge:R:1 method="wB97M-V/def2-TZVPD" orbital_gap_ev=5.441 homo_ev=-2.584 total_charge=-1 lumo_ev=2.86
S 0.528 -1.045 1.556 0.54 -0.40 1.78 0.858
C -0.993 1.078 0.809 -0.06 -0.83 0.11 -0.050
C -3.257 3.610 -0.808 0.51 -0.32 0.40 -0.103
C 1.413 -1.645 0.026 -0.03 0.01 -1.47 -0.511
C -4.357 2.789 -1.145 -0.01 -0.67 0.29 -0.107
H 2.668 -3.398 0.289 0.14 -0.20 0.27 0.061
C -2.134 1.705 0.265 -1.22 -0.47 -0.19 -0.170
H -5.254 0.841 -0.951 0.34 0.20 0.13 0.105
H -5.170 3.207 -1.746 0.20 -0.23 0.25 0.093
H 6.428 -1.640 -1.078 0.02 0.11 0.32 0.080
C -0.952 -0.303 1.021 -0.51 1.14 -0.12 -0.582
H -1.352 3.695 0.193 0.01 0.08 -0.14 0.106
H -0.130 1.674 1.085 0.09 -0.07 -0.25 0.107
H -2.143 -2.092 1.237 0.00 0.14 -0.22 0.097
C -2.154 -1.058 0.899 -0.50 0.52 -0.47 -0.093
H 0.711 -2.346 -0.447 -0.18 0.56 -0.06 0.062
C -3.299 -0.473 0.388 0.30 -0.25 0.36 -0.046
C 2.682 -2.327 0.194 0.85 0.53 0.07 -0.193
H 6.372 -1.122 0.652 0.02 -0.22 -0.32 0.085
O 4.111 -0.512 -0.452 0.32 -0.39 0.22 -0.042
C -4.390 1.469 -0.706 -0.21 0.74 -0.34 -0.053
H -4.230 -1.050 0.291 0.47 0.24 -0.03 0.108
H 1.556 -0.703 -0.517 -0.16 -0.35 -0.30 0.067
H -3.240 4.654 -1.134 0.03 -0.35 0.20 0.095
H 6.953 -2.772 0.202 0.02 0.15 0.02 0.073
C -2.198 3.077 -0.086 -0.23 0.32 -0.39 -0.043
O 4.965 -2.556 0.086 1.10 -0.08 -0.02 -0.115
C 6.251 -1.969 -0.043 -0.24 -0.16 -0.11 -0.117
C 3.917 -1.686 -0.087 -2.03 0.17 0.25 -0.593
C -3.301 0.899 0.003 0.40 0.09 -0.22 -0.177